Formula: C78H208N28O12P8
Source: OMol25
Level of theory: ωB97M-V/def2-TZVPD

Last columns: bonded neighbours and bond lengths (Å).
Atoms and positions in Å:
1 P -5.141 5.876 -0.836  O18 1.466, N34 1.796, N42 1.696, N46 1.756
2 P -4.156 -2.171 -5.055  O20 1.448, N36 1.668, N40 1.739, N44 1.775
3 P 0.839 3.281 -9.570  O9 1.485, N21 1.707, N27 1.769, N32 1.689
4 P 2.834 -1.209 -5.815  O14 1.514, N38 1.689, N39 1.779, N48 1.681
5 P 2.579 5.815 -0.712  O19 1.502, N24 1.676, N29 1.843, N33 1.691
6 P 4.420 2.778 5.310  O12 1.479, N22 1.769, N25 1.657, N28 1.744
7 P -6.198 -5.642 4.041  O15 1.487, N30 1.804, N41 1.709, N47 1.706
8 P 5.863 -1.790 2.003  O11 1.487, N23 1.769, N26 1.694, N43 1.673
9 O 1.905 2.328 -9.972  P3 1.485
10 O -3.566 7.020 4.535  C50 1.210
11 O 4.591 -1.068 2.275  P8 1.487
12 O 4.945 3.145 6.644  P6 1.479
13 O -0.724 -1.448 -1.231  N31 1.391, H206 0.960
14 O 2.675 0.209 -5.310  P4 1.514
15 O -6.974 -4.758 3.132  P7 1.487
16 O 0.672 -8.406 0.408  N45 1.413, H223 0.960
17 O -0.522 0.157 10.659  N35 1.383, H153 0.960
18 O -6.472 5.768 -0.233  P1 1.466
19 O 2.784 4.771 0.348  P5 1.502
20 O -4.530 -2.689 -6.355  P2 1.448
21 N -0.557 2.550 -8.914  P3 1.707, C56 1.450, C82 1.480
22 N 5.480 3.093 3.930  P6 1.769, C65 1.454, C101 1.514
23 N 7.015 -0.739 1.168  P8 1.769, C88 1.470, C95 1.480
24 N 2.792 7.369 -0.121  P5 1.676, C80 1.456, C105 1.416
25 N 4.085 1.161 5.163  P6 1.657, C75 1.449, C121 1.467
26 N 6.576 -2.374 3.424  P8 1.694, C49 1.397, C106 1.429
27 N 1.290 4.507 -8.377  P3 1.769, C60 1.489, C66 1.502
28 N 2.972 3.636 4.854  P6 1.744, C79 1.406, C124 1.538
29 N 3.671 5.705 -2.193  P5 1.843, C70 1.418, C90 1.465
30 N -4.548 -5.898 3.357  P7 1.804, C54 1.380, C73 1.536
31 N -0.606 -0.451 -0.268  O13 1.391, C58 1.538, C67 1.462
32 N 0.217 4.120 -10.897  P3 1.689, C64 1.482, C119 1.411
33 N 1.028 6.013 -1.356  P5 1.691, C86 1.506, C122 1.515
34 N -4.161 4.374 -0.743  P1 1.796, C51 1.507, C94 1.467
35 N -0.524 -0.790 9.651  O17 1.383, C62 1.453, C72 1.566
36 N -5.503 -1.844 -4.128  P2 1.668, C52 1.485, C117 1.438
37 N -3.455 4.803 5.110  C50 1.322, C102 1.472, C113 1.491
38 N 3.345 -1.308 -7.422  P4 1.689, C100 1.509, C109 1.444
39 N 1.288 -2.069 -5.623  P4 1.779, C114 1.404, C125 1.426
40 N -3.164 -0.744 -5.092  P2 1.739, C78 1.483, C97 1.471
41 N -6.905 -7.175 4.307  P7 1.709, C87 1.472, C123 1.433
42 N -4.198 7.158 -0.248  P1 1.696, C85 1.472, C126 1.456
43 N 5.700 -3.041 0.905  P8 1.673, C57 1.507, C83 1.441
44 N -3.180 -3.291 -4.083  P2 1.775, C96 1.385, C111 1.477
45 N 0.981 -7.273 -0.377  O16 1.413, C89 1.516, C103 1.425
46 N -5.232 6.305 -2.536  P1 1.756, C76 1.496, C99 1.496
47 N -5.914 -4.967 5.582  P7 1.706, C63 1.486, C71 1.418
48 N 3.822 -2.169 -4.851  P4 1.681, C98 1.450, C118 1.521
49 C 5.813 -3.308 4.130  N26 1.397, H170 1.090, H173 1.090, H291 1.090
50 C -3.893 6.049 5.177  O10 1.210, N37 1.322, H243 1.101
51 C -4.774 3.034 -0.428  N34 1.507, H149 1.090, H182 1.090, H207 1.090
52 C -5.624 -0.811 -3.069  N36 1.485, H225 1.090, H265 1.090, H292 1.090
53 C 0.323 -2.912 8.988  C62 1.598, C81 1.597, H163 1.090, H174 1.090
54 C -4.369 -5.817 1.991  N30 1.380, H204 1.090, H231 1.090, H295 1.090
55 C -1.453 0.376 2.126  C58 1.598, C69 1.557, H222 1.090, H240 1.090
56 C -0.749 1.125 -9.103  N21 1.450, H154 1.090, H267 1.090, H322 1.090
57 C 4.402 -3.258 0.171  N43 1.507, H172 1.090, H284 1.090, H309 1.090
58 C -1.246 -0.815 1.082  N31 1.538, C55 1.598, C110 1.608, C112 1.523
59 C -2.933 -0.678 8.884  C72 1.553, H148 1.090, H185 1.090, H218 1.090
60 C 2.287 5.577 -8.659  N27 1.489, H157 1.090, H158 1.090, H200 1.090
61 C 0.990 -4.722 -0.474  C89 1.584, C93 1.570, H197 1.090, H242 1.090
62 C -0.445 -2.148 10.161  N35 1.453, C53 1.598, C108 1.573, C115 1.596
63 C -4.963 -3.839 5.754  N47 1.486, H138 1.090, H190 1.090, H289 1.090
64 C -0.272 5.519 -10.860  N32 1.482, H140 1.090, H167 1.090, H302 1.090
65 C 6.225 4.321 4.159  N22 1.454, H136 1.090, H184 1.090, H188 1.090
66 C 1.402 4.082 -6.941  N27 1.502, H228 1.090, H234 1.090, H293 1.090
67 C 0.397 0.596 -0.457  N31 1.462, C68 1.566, C107 1.536, C120 1.570
68 C 0.173 1.308 -1.834  C67 1.566, H171 1.090, H310 1.090, H333 1.090
69 C -0.191 1.283 2.040  C55 1.557, C120 1.560, H191 1.090, H294 1.090
70 C 3.652 6.546 -3.334  N29 1.418, H210 1.090, H281 1.090, H324 1.090
71 C -6.972 -5.099 6.516  N47 1.418, H282 1.090, H303 1.090, H306 1.090
72 C -1.463 -0.424 8.452  N35 1.566, C59 1.553, C104 1.590, C116 1.620
73 C -3.290 -6.443 4.049  N30 1.536, H141 1.090, H203 1.090, H226 1.090
74 C 1.197 -6.232 -2.494  C93 1.519, C103 1.550, H192 1.090, H315 1.090
75 C 3.062 0.645 4.276  N25 1.449, H214 1.090, H237 1.090, H316 1.090
76 C -4.193 7.067 -3.297  N46 1.496, H252 1.090, H317 1.090, H326 1.090
77 C -0.943 -7.562 -2.096  C103 1.606, H127 1.090, H160 1.090, H220 1.090
78 C -2.578 0.118 -4.036  N40 1.483, H216 1.090, H227 1.090, H260 1.090
79 C 1.954 3.997 5.755  N28 1.406, H277 1.090, H311 1.090, H332 1.090
80 C 3.424 7.524 1.182  N24 1.456, H186 1.090, H211 1.090, H232 1.090
81 C -0.386 -2.771 7.565  C53 1.597, C104 1.554, H246 1.090, H247 1.090
82 C -1.772 3.221 -8.401  N21 1.480, H139 1.090, H261 1.090, H285 1.090
83 C 6.560 -4.197 0.892  N43 1.441, H241 1.090, H254 1.090, H287 1.090
84 C -0.681 -5.866 1.095  C89 1.567, H181 1.090, H253 1.090, H307 1.090
85 C -3.481 6.811 0.990  N42 1.472, H155 1.090, H259 1.090, H269 1.090
86 C -0.151 6.333 -0.475  N33 1.506, H249 1.090, H298 1.090, H327 1.090
87 C -6.138 -8.380 4.660  N41 1.472, H202 1.090, H250 1.090, H301 1.090
88 C 6.553 0.160 0.101  N23 1.470, H187 1.090, H256 1.090, H288 1.090
89 C 0.725 -6.006 0.415  N45 1.516, C61 1.584, C84 1.567, C92 1.481
90 C 4.832 4.814 -2.252  N29 1.465, H196 1.090, H279 1.090, H314 1.090
91 C 1.381 -8.612 -2.449  C103 1.551, H177 1.090, H183 1.090, H304 1.090
92 C 1.834 -5.949 1.394  C89 1.481, H134 1.090, H193 1.090, H212 1.090
93 C 0.597 -4.936 -1.979  C61 1.570, C74 1.519, H129 1.090, H300 1.090
94 C -2.916 4.277 -1.512  N34 1.467, H150 1.090, H165 1.090, H323 1.090
95 C 8.427 -1.173 1.079  N23 1.480, H205 1.090, H275 1.090, H313 1.090
96 C -3.075 -3.321 -2.702  N44 1.385, H244 1.090, H273 1.090, H286 1.090
97 C -2.380 -0.603 -6.328  N40 1.471, H142 1.090, H151 1.090, H320 1.090
98 C 4.207 -1.773 -3.510  N48 1.450, H201 1.090, H297 1.090, H319 1.090
99 C -6.328 5.848 -3.446  N46 1.496, H178 1.090, H328 1.090, H329 1.090
100 C 4.809 -1.271 -7.784  N38 1.509, H145 1.090, H176 1.090, H272 1.090
101 C 5.457 2.400 2.584  N22 1.514, H219 1.090, H229 1.090, H262 1.090
102 C -4.032 3.837 6.058  N37 1.472, H198 1.090, H257 1.090, H321 1.090
103 C 0.620 -7.459 -1.743  N45 1.425, C74 1.550, C77 1.606, C91 1.551
104 C -1.005 -1.377 7.264  C72 1.590, C81 1.554, H133 1.090, H238 1.090
105 C 2.588 8.593 -0.803  N24 1.416, H169 1.090, H239 1.090, H296 1.090
106 C 7.307 -1.529 4.314  N26 1.429, H215 1.090, H258 1.090, H268 1.090
107 C 1.867 0.162 -0.348  C67 1.536, H213 1.090, H236 1.090, H330 1.090
108 C -1.687 -3.000 10.617  C62 1.573, H131 1.090, H156 1.090, H166 1.090
109 C 2.543 -0.641 -8.420  N38 1.444, H266 1.090, H312 1.090, H334 1.090
110 C -0.230 -1.754 1.902  C58 1.608, H230 1.090, H270 1.090, H305 1.090
111 C -2.706 -4.528 -4.736  N44 1.477, H164 1.090, H224 1.090, H278 1.090
112 C -2.563 -1.551 0.868  C58 1.523, H137 1.090, H199 1.090, H255 1.090
113 C -2.501 4.247 4.108  N37 1.491, H147 1.090, H235 1.090, H248 1.090
114 C 0.523 -1.734 -4.495  N39 1.404, H194 1.090, H233 1.090, H276 1.090
115 C 0.631 -2.132 11.340  C62 1.596, H152 1.090, H189 1.090, H245 1.090
116 C -1.325 1.120 7.982  C72 1.620, H128 1.090, H162 1.090, H331 1.090
117 C -6.504 -2.869 -4.004  N36 1.438, H135 1.090, H208 1.090, H251 1.090
118 C 4.054 -3.612 -5.270  N48 1.521, H179 1.090, H283 1.090, H299 1.090
119 C 0.067 3.360 -12.077  N32 1.411, H221 1.090, H271 1.090, H308 1.090
120 C 0.108 1.739 0.578  C67 1.570, C69 1.560, H264 1.090, H290 1.090
121 C 4.539 0.184 6.159  N25 1.467, H143 1.090, H168 1.090, H180 1.090
122 C 0.713 4.980 -2.420  N33 1.515, H132 1.090, H161 1.090, H280 1.090
123 C -8.294 -7.317 3.985  N41 1.433, H209 1.090, H318 1.090, H325 1.090
124 C 2.560 3.827 3.385  N28 1.538, H130 1.090, H146 1.090, H175 1.090
125 C 1.061 -3.386 -6.123  N39 1.426, H195 1.090, H217 1.090, H263 1.090
126 C -4.775 8.495 -0.254  N42 1.456, H144 1.090, H159 1.090, H274 1.090
127 H -1.190 -7.509 -3.156  C77 1.090
128 H -2.076 1.451 7.264  C116 1.090
129 H 0.873 -4.101 -2.624  C93 1.090
130 H 3.303 4.411 2.840  C124 1.090
131 H -1.545 -4.073 10.743  C108 1.090
132 H -0.254 4.494 -2.290  C122 1.090
133 H -0.300 -0.888 6.591  C104 1.090
134 H 1.764 -4.971 1.871  C92 1.090
135 H -6.463 -3.590 -4.821  C117 1.090
136 H 5.465 5.101 4.195  C65 1.090
137 H -3.126 -1.649 1.797  C112 1.090
138 H -5.132 -3.108 4.963  C63 1.090
139 H -2.658 2.764 -8.841  C82 1.090
140 H -1.053 5.603 -11.616  C64 1.090
141 H -2.904 -7.408 3.720  C73 1.090
142 H -1.565 0.103 -6.172  C97 1.090
143 H 5.593 0.367 6.366  C121 1.090
144 H -3.966 9.209 -0.098  C126 1.090
145 H 5.542 -0.724 -7.190  C100 1.090
146 H 1.559 4.243 3.275  C124 1.090
147 H -1.476 4.614 4.167  C113 1.090
148 H -3.265 -0.661 9.922  C59 1.090
149 H -5.542 2.873 -1.185  C51 1.090
150 H -2.223 3.491 -1.214  C94 1.090
151 H -3.088 -0.246 -7.077  C97 1.090
152 H 0.188 -1.577 12.167  C115 1.090
153 H 0.378 0.450 10.494  O17 0.960
154 H -1.616 0.801 -9.679  C56 1.090
155 H -2.535 6.329 0.746  C85 1.090
156 H -2.594 -2.996 10.013  C108 1.090
157 H 2.277 5.661 -9.745  C60 1.090
158 H 1.949 6.425 -8.063  C60 1.090
159 H -5.113 8.774 -1.251  C126 1.090
160 H -1.440 -8.453 -1.713  C77 1.090
161 H 0.809 5.400 -3.421  C122 1.090
162 H -0.347 1.331 7.550  C116 1.090
163 H 1.290 -2.446 8.795  C53 1.090
164 H -1.728 -4.334 -5.177  C111 1.090
165 H -2.360 5.170 -1.225  C94 1.090
166 H -1.903 -2.668 11.632  C108 1.090
167 H -0.470 5.717 -9.806  C64 1.090
168 H 4.356 -0.832 5.810  C121 1.090
169 H 2.202 8.360 -1.795  C105 1.090
170 H 5.568 -3.066 5.164  C49 1.090
171 H 0.917 0.919 -2.530  C68 1.090
172 H 3.935 -2.274 0.118  C57 1.090
173 H 4.961 -3.637 3.534  C49 1.090
174 H 0.562 -3.963 9.153  C53 1.090
175 H 2.568 2.904 2.805  C124 1.090
176 H 4.890 -0.854 -8.787  C100 1.090
177 H 1.642 -8.475 -3.498  C91 1.090
178 H -5.934 4.856 -3.669  C99 1.090
179 H 5.003 -3.839 -4.784  C118 1.090
180 H 3.937 0.295 7.061  C121 1.090
181 H -1.100 -6.821 1.412  C84 1.090
182 H -4.090 2.188 -0.489  C51 1.090
183 H 0.963 -9.608 -2.301  C91 1.090
184 H 6.969 4.379 3.365  C65 1.090
185 H -3.288 -1.621 8.468  C59 1.090
186 H 4.505 7.581 1.060  C80 1.090
187 H 7.257 0.990 0.053  C88 1.090
188 H 6.786 4.367 5.093  C65 1.090
189 H 1.543 -1.555 11.184  C115 1.090
190 H -4.985 -3.567 6.809  C63 1.090
191 H 0.700 0.859 2.502  C69 1.090
192 H 1.048 -6.183 -3.573  C74 1.090
193 H 2.790 -6.016 0.876  C92 1.090
194 H 0.985 -2.034 -3.554  C114 1.090
195 H 1.142 -4.131 -5.332  C125 1.090
196 H 5.651 5.456 -2.577  C90 1.090
197 H 2.017 -4.363 -0.410  C61 1.090
198 H -4.724 4.243 6.796  C102 1.090
199 H -2.561 -2.555 0.445  C112 1.090
200 H 3.278 5.281 -8.315  C60 1.090
201 H 3.338 -1.618 -2.871  C98 1.090
202 H -5.489 -8.139 5.502  C87 1.090
203 H -2.568 -5.633 3.951  C73 1.090
204 H -3.999 -4.812 1.785  C54 1.090
205 H 8.924 -0.903 0.147  C95 1.090
206 H -0.025 -2.095 -1.109  O13 0.960
207 H -5.220 3.055 0.567  C51 1.090
208 H -7.437 -2.314 -4.104  C117 1.090
209 H -8.844 -6.503 4.456  C123 1.090
210 H 2.611 6.555 -3.655  C70 1.090
211 H 3.119 6.645 1.750  C80 1.090
212 H 1.861 -6.708 2.176  C92 1.090
213 H 2.482 1.052 -0.475  C107 1.090
214 H 3.310 0.982 3.270  C75 1.090
215 H 7.862 -0.830 3.688  C106 1.090
216 H -1.680 -0.387 -3.680  C78 1.090
217 H 0.100 -3.375 -6.637  C125 1.090
218 H -3.596 -0.025 8.318  C59 1.090
219 H 6.040 1.502 2.791  C101 1.090
220 H -1.718 -6.934 -1.656  C77 1.090
221 H 1.061 3.061 -12.408  C119 1.090
222 H -2.397 0.921 2.119  C55 1.090
223 H 1.590 -8.581 0.628  O16 0.960
224 H -3.382 -4.975 -5.466  C111 1.090
225 H -5.117 -1.174 -2.176  C52 1.090
226 H -3.458 -6.359 5.123  C73 1.090
227 H -3.211 0.186 -3.152  C78 1.090
228 H 2.310 3.514 -6.738  C66 1.090
229 H 6.117 2.897 1.874  C101 1.090
230 H 0.171 -1.243 2.777  C110 1.090
231 H -3.553 -6.439 1.623  C54 1.090
232 H 2.981 8.343 1.748  C80 1.090
233 H -0.452 -2.216 -4.578  C114 1.090
234 H 1.382 4.983 -6.327  C66 1.090
235 H -3.101 4.677 3.305  C113 1.090
236 H 2.105 -0.264 0.626  C107 1.090
237 H 2.882 -0.430 4.259  C75 1.090
238 H -1.873 -1.494 6.616  C104 1.090
239 H 3.560 9.054 -0.977  C105 1.090
240 H -1.514 -0.124 3.093  C55 1.090
241 H 6.188 -4.788 1.729  C83 1.090
242 H 0.539 -3.792 -0.129  C61 1.090
243 H -4.468 6.228 6.099  C50 1.101
244 H -3.676 -4.153 -2.336  C96 1.090
245 H 0.954 -3.118 11.674  C115 1.090
246 H 0.311 -3.129 6.808  C81 1.090
247 H -1.157 -3.535 7.460  C81 1.090
248 H -2.451 3.161 4.040  C113 1.090
249 H 0.053 7.133 0.236  C86 1.090
250 H -5.441 -8.781 3.923  C87 1.090
251 H -6.626 -3.395 -3.057  C117 1.090
252 H -4.586 7.199 -4.305  C76 1.090
253 H -1.568 -5.595 0.522  C84 1.090
254 H 6.587 -4.742 -0.051  C83 1.090
255 H -3.112 -1.050 0.071  C112 1.090
256 H 6.207 -0.304 -0.823  C88 1.090
257 H -3.340 3.128 6.512  C102 1.090
258 H 7.869 -2.266 4.888  C106 1.090
259 H -3.145 7.766 1.394  C85 1.090
260 H -2.486 1.167 -4.319  C78 1.090
261 H -1.621 3.045 -7.336  C82 1.090
262 H 4.494 2.201 2.113  C101 1.090
263 H 1.962 -3.622 -6.689  C125 1.090
264 H -0.501 2.559 0.197  C120 1.090
265 H -5.250 0.165 -3.379  C52 1.090
266 H 3.102 -0.530 -9.350  C109 1.090
267 H 0.128 0.677 -9.568  C56 1.090
268 H 6.568 -0.984 4.902  C106 1.090
269 H -4.083 6.278 1.726  C85 1.090
270 H 0.711 -1.989 1.404  C110 1.090
271 H -0.147 3.992 -12.939  C119 1.090
272 H 5.223 -2.279 -7.797  C100 1.090
273 H -2.049 -3.397 -2.342  C96 1.090
274 H -5.488 8.425 0.567  C126 1.090
275 H 8.542 -2.209 1.396  C95 1.090
276 H 0.421 -0.655 -4.389  C114 1.090
277 H 1.380 4.892 5.515  C79 1.090
278 H -2.545 -5.346 -4.034  C111 1.090
279 H 4.955 4.191 -1.366  C90 1.090
280 H 1.414 4.147 -2.373  C122 1.090
281 H 3.964 7.574 -3.152  C70 1.090
282 H -7.328 -6.129 6.501  C71 1.090
283 H 4.280 -3.673 -6.335  C118 1.090
284 H 3.931 -4.052 0.751  C57 1.090
285 H -1.640 4.294 -8.545  C82 1.090
286 H -3.433 -2.347 -2.369  C96 1.090
287 H 7.607 -3.980 1.103  C83 1.090
288 H 5.661 0.618 0.529  C88 1.090
289 H -3.942 -4.211 5.673  C63 1.090
290 H 1.057 2.259 0.705  C120 1.090
291 H 6.463 -4.182 4.095  C49 1.090
292 H -6.645 -0.694 -2.706  C52 1.090
293 H 0.519 3.469 -6.765  C66 1.090
294 H -0.485 2.140 2.647  C69 1.090
295 H -5.276 -6.104 1.459  C54 1.090
296 H 1.986 9.341 -0.286  C105 1.090
297 H 5.039 -2.347 -3.102  C98 1.090
298 H -0.592 5.486 0.051  C86 1.090
299 H 3.290 -4.230 -4.799  C118 1.090
300 H -0.489 -5.005 -2.038  C93 1.090
301 H -6.753 -9.209 5.009  C87 1.090
302 H 0.611 6.041 -11.228  C64 1.090
303 H -7.684 -4.441 6.019  C71 1.090
304 H 2.356 -8.648 -1.964  C91 1.090
305 H -0.666 -2.716 2.168  C110 1.090
306 H -6.832 -4.667 7.507  C71 1.090
307 H -0.771 -5.095 1.859  C84 1.090
308 H -0.638 2.572 -11.814  C119 1.090
309 H 4.733 -3.606 -0.808  C57 1.090
310 H -0.889 1.423 -2.050  C68 1.090
311 H 1.210 3.210 5.632  C79 1.090
312 H 2.063 0.304 -8.168  C109 1.090
313 H 9.136 -0.786 1.811  C95 1.090
314 H 4.738 4.023 -2.995  C90 1.090
315 H 2.250 -6.054 -2.277  C74 1.090
316 H 2.164 1.151 4.632  C75 1.090
317 H -3.988 8.033 -2.837  C76 1.090
318 H -8.697 -8.318 4.141  C123 1.090
319 H 4.681 -0.798 -3.403  C98 1.090
320 H -1.906 -1.524 -6.667  C97 1.090
321 H -4.667 3.267 5.379  C102 1.090
322 H -0.732 0.701 -8.099  C56 1.090
323 H -2.956 4.181 -2.597  C94 1.090
324 H 4.361 6.293 -4.123  C70 1.090
325 H -8.448 -7.064 2.936  C123 1.090
326 H -3.166 6.739 -3.139  C76 1.090
327 H -1.042 6.544 -1.066  C86 1.090
328 H -6.584 6.498 -4.283  C99 1.090
329 H -7.174 5.853 -2.760  C99 1.090
330 H 2.132 -0.606 -1.075  C107 1.090
331 H -1.596 1.843 8.752  C116 1.090
332 H 2.268 4.060 6.797  C79 1.090
333 H 0.401 2.366 -1.704  C68 1.090
334 H 1.808 -1.388 -8.719  C109 1.090

Computed properties:
LUMO energy   0.179 eV
Total charge   0
Maximum force   5.1 eV Å⁻¹
SMILES   CN(C)P(=O)(N(C)C)N(C)C.CN(C)P(=O)(N(C)C)N(C)C.CN(C)P(=O)(N(C)C)N(C)C.CN(C)P(=O)(N(C)C)N(C)C.CN(C)P(=O)(N(C)C)N(C)C.CN(C)P(=O)(N(C)C)N(C)C.CN(C)P(=O)(N(C)C)N(C)C.CN(C)P(=O)(N(C)C)N(C)C.CC1(C)CCCC(C)(C)N1O.CC1(C)CCCC(C)(C)N1O.CC1(C)CCCC(C)(C)N1O.CN(C)C=O